1.
# C5H10MnO3

A structure of composition C5H10MnO3 (ωB97M-V with the def2-TZVPD basis set, the OMol25 dataset).

Atoms and positions in Å:
C -2.58 -1.71 -0.19
O -1.55 -0.74 -0.05
C -2.04 0.61 0.02
C -0.89 1.58 -0.06
H -2.11 -2.67 -0.41
H -3.16 -1.78 0.75
H -3.24 -1.42 -1.01
H -2.61 0.72 0.95
H -2.73 0.75 -0.82
H -0.86 2.20 0.85
H -0.92 2.25 -0.93
O 1.59 -1.02 1.54
C 2.74 -0.63 0.97
C 2.80 -0.34 -0.36
O 1.78 -0.74 -1.17
Mn 0.38 -1.04 0.07
H 3.66 -0.64 1.58
H 3.77 -0.13 -0.84
H 0.16 1.12 -0.13

E_LUMO (spin up / spin down) (eV): 0.205 / -0.194
Spin multiplicity: 6
ΔE to the lowest compared entry with this formula, charge and spin (kcal/mol): 0.00
HOMO level (spin up / spin down) (eV): -6.040 / -6.097

Atomic partial charges in e from the Mulliken method, atoms 1 to 5: atom 1 (C): -0.68, atom 2 (O): -0.41, atom 3 (C): -0.06, atom 4 (C): -1.00, atom 5 (H): 0.24

***

2.
# H4I2Si2

A cluster of 2 separate species, H4I2Si2 in total (ωB97M-V with the def2-TZVPD basis set, the OMol25 dataset).

Atoms and positions in Å:
Si 1.51 0.85 -0.30
Si -2.32 -1.42 -0.05
I 1.96 -1.55 0.04
I -3.45 0.74 0.17
H 0.27 1.21 0.34
H 1.47 0.88 -1.86
H 2.77 1.40 0.44
H -2.20 -2.11 1.24

E_LUMO (eV): -1.211
ΔE to the lowest compared entry with this formula, charge and spin (kcal/mol): 46.34
HOMO level (eV): -8.385

Atomic partial charges in e from the Mulliken method, atoms 1 to 5: atom 1 (Si): 0.27, atom 2 (Si): 0.09, atom 3 (I): -0.08, atom 4 (I): -0.06, atom 5 (H): -0.11